# 1
Below is 4 unconnected molecules or ions with the total composition C4H15N2O5, with properties calculated with ωB97M-V with the def2-TZVPD basis set.

```
26
Properties=species:S:1:pos:R:3:forces:R:3
O 1.34774 1.30476 -1.50898 -0.42 -0.16 -0.02
C 0.37958 1.02938 -0.77262 0.26 0.26 0.06
N 0.29538 1.53404 0.46876 0.50 -0.27 -0.50
C -0.48496 0.82225 1.58201 -0.07 -0.63 -0.48
O -0.54069 -0.51140 1.41623 0.28 0.84 0.34
C -0.80011 0.27669 -1.34480 -0.32 -0.29 -0.85
C -0.37368 -0.98166 -2.09194 0.10 0.59 -0.66
N -1.47714 1.18654 -2.30537 0.21 0.42 -0.06
H 1.15542 2.06127 0.62698 -0.36 -0.26 0.63
H -1.48811 1.29910 1.52767 0.09 0.08 0.32
H 0.05064 1.16117 2.49345 -0.22 0.08 -0.02
H -1.52791 -0.03407 -0.61695 -0.04 0.23 0.56
H -1.06054 -1.12890 -2.93395 -0.13 -0.25 0.34
H 0.60364 -0.83608 -2.54871 0.20 0.02 0.09
H -0.34710 -1.83694 -1.44062 -0.05 -0.35 0.23
H -1.44362 2.13572 -1.93217 -0.27 -0.16 0.13
H -0.88831 1.26732 -3.12921 0.10 -0.17 -0.06
H -3.40708 -1.60229 2.03901 -0.01 -0.08 0.04
H -1.90086 -1.29476 1.73688 0.19 -0.05 -0.59
O -2.63619 -1.97700 1.60631 -0.12 0.07 0.28
H -0.44423 -2.84364 2.19534 0.53 0.30 0.03
H 1.11700 -3.02225 2.33449 -0.18 0.41 -0.41
O 0.27402 -3.17739 2.75688 -0.40 -0.68 0.49
H 3.12550 0.58151 -0.76151 0.06 -0.21 0.46
H 3.70524 1.79443 -1.20718 0.44 0.01 0.46
O 3.92841 1.09408 -0.56706 -0.39 0.26 -0.81
```
Forces are in eV/Å.

## Properties
Total charge ... -1
Gap between HOMO and LUMO ... 8.01 eV
Energy above the lowest of the compared OMol25 structures with the same formula, charge and spin ... 43.0 kcal/mol
M ... 171.2 g/mol

Here are the Mulliken charges for atoms 1 to 5, given in e:
1. O -0.80
2. C -0.17
3. N -0.06
4. C -0.58
5. O -0.78

***

# 2
Below is a molecular structure, C4H15N2O5, with properties calculated with ωB97M-V with the def2-TZVPD basis set.

```
26
Properties=species:S:1:pos:R:3:forces:R:3
N 1.45611 0.54676 -1.59026 1.79 -1.62 -0.02
C 1.38598 1.90566 -1.04305 -3.65 -1.20 -0.61
C 0.52103 1.87076 0.21082 0.48 2.26 4.19
N -0.85693 1.72424 0.27535 1.17 -0.96 -1.82
C -1.57633 1.25067 -0.88167 -1.07 -1.89 -1.38
C -2.05672 -0.26610 -0.56753 -0.42 0.71 -4.01
O -0.99786 -1.14111 -0.72232 0.30 0.07 1.86
O 1.00046 2.18071 1.32471 0.70 -0.75 -1.67
H 0.65699 -0.12637 -1.48536 0.40 1.31 0.39
H 2.27688 0.08628 -1.14596 -0.96 0.28 -0.49
H 2.39563 2.24651 -0.76875 -0.77 0.39 -0.48
H 0.68153 2.45628 -1.78001 1.96 0.11 0.83
H -1.10262 1.19886 1.11984 0.22 0.55 -0.14
H -1.02292 1.07967 -1.86497 -0.02 0.61 1.56
H -2.34408 2.00841 -1.14906 -0.17 -0.75 0.28
H -2.64006 -0.22880 0.33351 -0.04 -0.45 1.07
H -2.75008 -0.62770 -1.41792 0.04 1.16 1.14
H 1.38833 -2.41936 0.47161 -0.54 -0.16 -0.50
H 1.61763 -2.10967 -1.05717 -0.29 -0.10 0.40
O 1.85044 -2.71019 -0.34061 1.00 -0.06 -0.24
H -0.72979 -1.71559 0.34079 0.31 -0.04 -0.53
H -0.67604 -2.83432 1.85348 -0.24 -0.21 -0.21
O -0.17221 -2.26630 1.27139 -0.25 0.48 0.29
H 0.07150 -1.16165 2.49094 -0.18 0.20 0.18
H 1.27345 -0.43716 2.92648 -0.01 0.44 0.29
O 0.34967 -0.51052 3.19571 0.21 -0.41 -0.35
```
Forces are in eV/Å.

## Properties
Total charge ... -1
Gap between HOMO and LUMO ... 8.79 eV
Energy above the lowest of the compared OMol25 structures with the same formula, charge and spin ... 69.3 kcal/mol
M ... 171.2 g/mol

Here are the Mulliken charges for atoms 1 to 5, given in e:
1. N -0.64
2. C -0.79
3. C 0.77
4. N -0.15
5. C -0.71

***

# 3
Below is 2 unconnected molecules or ions with the total composition C4H15N2OS, with properties calculated with ωB97M-V with the def2-TZVPD basis set.

```
23
Properties=species:S:1:pos:R:3:forces:R:3
N -0.69777 0.83244 -0.08915 2.66 0.66 0.91
C -0.17075 -0.37261 -0.81348 1.43 -0.35 0.15
C 1.27431 -0.05507 -1.24201 0.65 0.86 0.68
S 1.45976 1.36807 -2.34897 0.03 -0.11 -0.33
C -0.05209 -1.60927 0.14094 -1.01 0.82 0.66
N -0.54794 -1.21982 1.50684 0.45 -1.45 -0.75
C 0.49364 -1.52845 2.50188 -0.65 -0.85 0.98
H -1.63229 0.61091 0.25648 -0.21 0.96 -0.41
H -0.39646 1.73695 -0.59378 -2.02 -1.03 -0.05
H -0.15781 0.99930 0.79515 -0.56 -0.87 -0.51
H -0.86277 -0.48654 -1.65114 0.30 -0.31 0.00
H 1.83732 0.27654 -0.30996 -0.61 -0.55 -0.90
H 1.84233 -0.90893 -1.63508 -0.54 0.12 0.14
H 1.28614 0.69472 -3.50490 -0.09 0.16 0.19
H -0.67112 -2.42867 -0.21630 0.14 -0.05 -0.29
H 0.98587 -1.95964 0.22174 -0.30 0.21 -0.28
H -1.30529 -1.89267 1.64120 0.08 0.54 0.54
H 0.10210 -1.36215 3.51099 0.09 0.25 -0.21
H 1.37789 -0.94448 2.36234 0.42 0.70 -0.18
H 0.83657 -2.57678 2.50869 -0.25 0.13 -0.31
H -1.44279 4.27768 -0.63691 -0.10 0.07 -0.11
H -2.17541 3.17939 -1.45880 -0.03 0.31 -0.04
O -1.38345 3.36909 -0.94577 0.12 -0.24 0.12
```
Forces are in eV/Å.

## Properties
Total charge ... +1
Gap between HOMO and LUMO ... 10.09 eV
Energy above the lowest of the compared OMol25 structures with the same formula, charge and spin ... 21.2 kcal/mol
M ... 139.2 g/mol

Here are the Mulliken charges for atoms 1 to 5, given in e:
1. N -0.25
2. C 0.38
3. C -1.18
4. S -0.14
5. C -0.86

***

# 4
Below is 2 unconnected molecules or ions with the total composition C4H15N3O, with properties calculated with ωB97M-V with the def2-TZVPD basis set.

```
23
Properties=species:S:1:pos:R:3:forces:R:3
N -0.11518 -1.25552 -2.28604 0.56 -0.18 -0.61
C 0.27984 0.15460 -2.17168 -0.64 -0.63 0.48
C 0.48859 0.48302 -0.69438 1.69 0.28 -0.70
N 1.41535 -0.45778 -0.06803 -0.74 -0.14 -0.36
C 1.53593 -0.30884 1.36144 0.56 -0.40 0.03
C 0.28512 -0.47574 2.21527 -0.24 0.74 0.85
N -0.30010 0.83991 2.59734 -0.38 -0.37 -0.26
H -1.09741 -1.39226 -2.09948 -0.17 0.13 0.06
H 0.04732 -1.56921 -3.23657 -0.08 -0.13 0.11
H -0.48019 0.78649 -2.64794 0.19 0.36 0.21
H 1.22490 0.33450 -2.68246 -0.02 -0.29 -0.08
H 1.13752 1.33535 -0.71537 -0.33 1.46 0.12
H -0.43092 0.76570 -0.17833 -0.08 -0.54 0.34
H 1.30167 -1.38664 -0.44437 -0.30 -0.22 0.40
H 2.31223 -0.98879 1.72953 -0.15 -0.16 -0.24
H 1.95732 0.67712 1.55750 -0.16 0.25 0.10
H -0.45515 -1.13742 1.77885 -0.07 -0.26 -0.54
H 0.54666 -0.94680 3.16580 0.18 0.01 -0.04
H -1.03165 0.66061 3.27684 0.09 0.08 0.24
H -0.81891 1.24238 1.81867 0.29 0.01 -0.04
H -1.95097 1.17712 -1.09215 -0.06 0.00 -0.01
H -2.96018 0.37636 -0.27008 0.02 -0.04 0.05
O -2.89182 1.08582 -0.91437 -0.13 0.05 -0.08
```
Forces are in eV/Å.

## Properties
Total charge ... 0
Gap between HOMO and LUMO ... 9.27 eV
Energy above the lowest of the compared OMol25 structures with the same formula, charge and spin ... 30.1 kcal/mol
M ... 121.2 g/mol
SMILES ... NCCNCCN.O

Here are the Mulliken charges for atoms 1 to 5, given in e:
1. N -0.57
2. C -0.64
3. C 0.02
4. N -0.31
5. C -0.80

***

# 5
Below is 2 unconnected molecules or ions with the total composition C4H15N3O, with properties calculated with ωB97M-V with the def2-TZVPD basis set.

```
23
Properties=species:S:1:pos:R:3:forces:R:3
C 2.57916 0.82440 -0.02819 -0.05 0.20 0.18
O 2.54897 -0.59204 -0.09212 -0.69 0.22 -0.63
C 1.52704 1.40602 -0.95214 -0.27 -0.01 0.18
N 1.75820 2.83901 -1.10301 -0.26 -0.16 -0.12
H 2.37853 1.14731 1.00036 0.08 0.16 0.00
H 3.53859 1.25104 -0.32708 0.10 -0.20 -0.01
H 2.98949 -0.93231 0.67270 0.52 -0.39 0.56
H 1.54752 0.88421 -1.90999 0.23 0.10 -0.04
H 0.52098 1.20068 -0.53952 0.02 -0.08 0.01
H 1.11716 3.37472 -0.54286 0.02 0.15 0.39
H 1.56027 3.13625 -2.04111 0.16 0.05 -0.45
N -2.67404 -2.69856 -0.25643 0.41 0.66 -0.60
C -2.73470 -1.31066 0.12404 -0.87 -0.94 0.12
C -1.48899 -0.95108 0.96692 -1.20 0.24 0.55
N -1.57647 0.40789 1.37851 2.54 -0.62 -1.09
H -1.98215 -2.84189 -0.98500 0.19 -0.23 0.12
H -3.55018 -3.04053 -0.62907 -0.21 -0.11 0.37
H -3.60891 -1.22535 0.77254 0.00 0.31 -0.07
H -2.84907 -0.61417 -0.71420 0.30 0.15 0.01
H -1.42494 -1.55458 1.87525 0.14 -0.19 -0.09
H -0.60347 -1.20579 0.35487 0.21 0.50 -0.09
H -0.80814 0.63616 2.01794 -0.76 0.30 0.50
H -1.65750 1.11659 0.64192 -0.61 -0.10 0.22
```
Forces are in eV/Å.

## Properties
Total charge ... +1
Multiplicity ... 2
Gap between HOMO and LUMO (spin up / spin down) ... 9.35 / 3.59 eV
Energy above the lowest of the compared OMol25 structures with the same formula, charge and spin ... 33.2 kcal/mol
M ... 121.2 g/mol
⟨S²⟩ ... 0.76

Here are the Mulliken charges for atoms 1 to 5, given in e:
1. C -0.41
2. O -0.52
3. C 0.07
4. N -0.62
5. H 0.25

***

# 6
Below is 2 unconnected molecules or ions with the total composition C4H15N3O, with properties calculated with ωB97M-V with the def2-TZVPD basis set.

```
23
Properties=species:S:1:pos:R:3:forces:R:3
C 0.64150 -1.76556 -0.40073 1.52 2.12 0.74
C -0.30960 -0.77934 0.31699 -1.84 -3.66 0.71
C -0.17728 0.68847 -0.00235 2.00 -0.03 -0.10
N -2.57394 1.19150 1.61579 -0.25 0.18 0.54
C -2.45938 1.58660 0.37610 -1.77 0.23 -1.47
N -1.40555 1.38501 -0.40491 -0.04 -0.05 1.15
N 1.96643 -1.85222 0.45030 -0.26 0.51 -1.32
H 0.36141 -2.77957 -0.46909 -0.96 -0.87 -0.23
H 0.93977 -1.31687 -1.35846 -0.05 -0.64 0.15
H -1.32746 -1.26700 0.12801 0.98 1.17 0.01
H -0.18884 -1.01888 1.42228 -0.22 0.58 -1.03
H 0.72678 0.81991 -0.72481 -2.19 0.29 0.74
H 0.23805 1.04534 0.93501 -0.29 1.16 0.06
H -3.42886 1.29335 2.15116 -0.17 0.26 -0.50
H -1.81507 0.94654 2.21841 0.71 -0.31 -0.10
H -3.43298 2.03169 -0.10217 2.17 -0.72 0.85
H -1.42017 1.84533 -1.29144 -0.04 0.11 -0.52
H 1.76367 -1.59174 1.43691 0.70 -0.29 -0.79
H 2.65356 -1.25414 -0.03484 -0.16 0.37 0.86
H 2.39965 -2.77099 0.35640 -0.24 -0.31 0.50
H 2.74958 1.72965 -1.93094 0.22 0.14 0.45
H 1.95486 0.85160 -2.82509 0.04 -0.17 0.98
O 2.14387 0.98129 -1.86253 0.12 -0.06 -1.68
```
Forces are in eV/Å.

## Properties
Total charge ... +2
Gap between HOMO and LUMO ... 12.02 eV
Energy above the lowest of the compared OMol25 structures with the same formula, charge and spin ... 29.4 kcal/mol
M ... 121.2 g/mol

Here are the Mulliken charges for atoms 1 to 5, given in e:
1. C -0.58
2. C -0.67
3. C -0.60
4. N -0.25
5. C 0.11

***

# 7
Below is a molecular structure, C4H15N3O7P2Pt, with properties calculated with ωB97M-V with the def2-TZVPD basis set.

```
32
Properties=species:S:1:pos:R:3:forces:R:3
Pt 0.08658 -0.46612 0.28256 -0.05 1.00 0.13
N 2.00227 -0.11884 -0.38562 0.05 -1.04 0.11
C 2.43316 1.23266 -0.02336 0.45 0.08 0.11
C 1.31382 2.16397 -0.37166 -0.12 0.32 -0.17
N 0.05791 1.63186 0.15934 -0.63 -0.38 0.83
C -0.46737 2.30748 1.37610 0.08 0.06 -0.05
C 0.06287 1.74562 2.69323 0.01 -0.24 -0.26
N -0.20753 0.31816 2.72017 -0.28 -0.06 0.66
H 2.66288 -0.82629 -0.08306 0.07 -0.01 -0.07
H 1.86853 -0.23376 -1.38892 0.23 -0.04 -0.07
H 3.35245 1.52874 -0.53475 0.03 -0.11 -0.03
H 2.62196 1.24427 1.04970 -0.01 -0.04 0.00
H 1.21708 2.25435 -1.45642 0.00 -0.04 0.01
H 1.52517 3.15911 0.02458 -0.10 0.04 -0.03
H -0.70280 1.61911 -0.55766 0.07 0.56 -0.02
H -1.55121 2.18787 1.34572 0.00 -0.02 -0.01
H -0.23810 3.37472 1.32673 -0.09 0.03 -0.08
H -0.40730 2.29724 3.51401 0.02 0.12 -0.04
H 1.14303 1.89942 2.76902 -0.01 0.02 0.03
H -1.20567 0.13888 2.68382 -0.02 -0.04 -0.01
H 0.16193 -0.16631 3.52609 0.09 0.16 0.08
O -3.61358 -0.86523 -1.62145 -0.28 0.04 0.27
P -2.27017 -0.20635 -1.10095 0.63 -0.21 -0.41
O -2.10860 1.21853 -1.49695 -0.08 -0.03 0.16
O -2.07104 -0.51358 0.39736 0.41 -0.01 -0.53
O -1.14475 -1.04925 -1.94030 -0.72 -0.49 -0.33
P -0.49481 -2.52190 -1.57707 -0.21 0.75 -0.19
O 0.94334 -2.31654 -2.30098 0.08 -0.19 -0.07
O -1.28034 -3.55891 -2.25273 0.17 -0.35 0.42
O -0.19012 -2.49119 -0.06509 0.14 -0.01 -0.67
H -3.49724 -1.35846 -2.44376 0.05 0.00 0.14
H 0.98155 -2.90726 -3.06632 -0.01 0.14 0.09
```
Forces are in eV/Å.

## Properties
Total charge ... 0
Gap between HOMO and LUMO ... 7.84 eV
Energy above the lowest of the compared OMol25 structures with the same formula, charge and spin ... 0.0 kcal/mol
M ... 474.2 g/mol

Here are the Mulliken charges for atoms 1 to 5, given in e:
1. Pt 1.23
2. N -0.68
3. C -0.56
4. C -0.68
5. N -0.22

***

# 8
Below is a molecular structure, C4H15N4, with properties calculated with ωB97M-V with the def2-TZVPD basis set.

```
23
Properties=species:S:1:pos:R:3:forces:R:3
C 0.57282 0.19664 2.36325 -0.49 -0.37 0.36
C 2.08001 1.13617 -1.14093 3.49 -2.02 -0.58
C -1.51334 -0.09989 -1.85957 2.04 -0.30 0.22
C -0.52523 -0.13533 1.42545 -0.32 2.64 -3.92
N -1.17505 -1.32157 1.39335 -1.88 -2.42 1.61
N 0.86231 1.04594 -0.49461 -2.31 -0.97 1.06
N 0.55671 -0.13588 -0.09488 -2.14 -1.00 2.04
N -0.52746 -0.99668 -1.27895 -0.50 -0.44 2.04
H 1.39153 0.42825 1.73204 1.35 -0.13 0.07
H 0.42513 1.07030 2.94382 -0.61 0.88 0.60
H 0.74228 -0.62134 3.05482 0.35 -0.19 -0.12
H 2.28431 0.06116 -1.65105 0.00 2.43 1.62
H 1.96423 1.73529 -2.00093 0.52 1.41 -0.72
H 2.88671 1.44839 -0.34400 -1.06 -0.56 -2.15
H -1.92874 -0.52933 -2.72262 -1.17 -0.56 -0.90
H -2.14697 0.09893 -1.03754 -1.29 0.50 0.25
H -0.99907 0.79166 -2.19655 0.10 0.45 0.10
H -1.34601 0.62364 1.07605 1.94 -0.62 1.15
H -2.13908 -1.25299 1.77520 0.77 0.03 -0.79
H -0.76503 -2.10516 1.90640 0.35 0.37 -0.22
H 0.20297 1.81006 -0.43622 0.02 0.23 -0.01
H -0.93737 -1.65308 -0.58609 -0.04 0.77 -0.30
H 0.03435 -1.59516 -1.82646 0.87 -0.12 -1.38
```
Forces are in eV/Å.

## Properties
Total charge ... +1
Gap between HOMO and LUMO ... 10.68 eV
Energy above the lowest of the compared OMol25 structures with the same formula, charge and spin ... 121.8 kcal/mol
M ... 119.2 g/mol

Here are the Mulliken charges for atoms 1 to 5, given in e:
1. C -1.13
2. C -0.83
3. C -0.76
4. C 0.19
5. N -0.47

***

What did we get for max |F|? Answer: 0.957, 4.783, 2.884, 1.848, 2.829, 4.161, 1.109, 4.736 eV Å⁻¹, in the order shown.